{"formula": "C72H166N8O15", "method": "the ωB97M-V functional and the def2-TZVPD basis", "species": ["O", "O", "O", "O", "O", "O", "O", "O", "O", "O", "O", "O", "O", "O", "O", "N", "N", "N", "N", "N", "N", "N", "N", "C", "C", "C", "C", "C", "C", "C", "C", "C", "C", "C", "C", "C", "C", "C", "C", "C", "C", "C", "C", "C", "C", "C", "C", "C", "C", "C", "C", "C", "C", "C", "C", "C", "C", "C", "C", "C", "C", "C", "C", "C", "C", "C", "C", "C", "C", "C", "C", "C", "C", "C", "C", "C", "C", "C", "C", "C", "C", "C", "C", "C", "C", "C", "C", "C", "C", "C", "C", "C", "C", "C", "C", "H", "H", "H", "H", "H", "H", "H", "H", "H", "H", "H", "H", "H", "H", "H", "H", "H", "H", "H", "H", "H", "H", "H", "H", "H", "H", "H", "H", "H", "H", "H", "H", "H", "H", "H", "H", "H", "H", "H", "H", "H", "H", "H", "H", "H", "H", "H", "H", "H", "H", "H", "H", "H", "H", "H", "H", "H", "H", "H", "H", "H", "H", "H", "H", "H", "H", "H", "H", "H", "H", "H", "H", "H", "H", "H", "H", "H", "H", "H", "H", "H", "H", "H", "H", "H", "H", "H", "H", "H", "H", "H", "H", "H", "H", "H", "H", "H", "H", "H", "H", "H", "H", "H", "H", "H", "H", "H", "H", "H", "H", "H", "H", "H", "H", "H", "H", "H", "H", "H", "H", "H", "H", "H", "H", "H", "H", "H", "H", "H", "H", "H", "H", "H", "H", "H", "H", "H", "H", "H", "H", "H", "H", "H", "H", "H", "H", "H", "H", "H", "H", "H", "H", "H", "H", "H", "H", "H", "H", "H", "H", "H", "H", "H", "H", "H", "H"], "xyz": [[-4.540991, -8.805420, 2.973748], [0.638799, -2.577880, -9.257982], [5.742169, 1.905830, -8.381392], [-3.050571, 5.250960, 3.944068], [6.978479, 0.054010, 5.230748], [5.163109, -3.326850, 4.132428], [4.977769, 9.025350, -4.298462], [-6.461001, 2.287030, 1.790688], [8.893749, -0.135800, -6.715182], [2.124719, -2.775530, -2.942602], [2.131919, -1.702650, 7.095468], [4.671789, -4.409760, -0.393922], [6.190109, -3.628480, -7.786762], [-2.681601, -4.495880, -9.779472], [2.514589, 0.742410, -9.531532], [5.320339, 8.442910, -3.089512], [0.969299, -1.848480, 7.850378], [-6.978891, 1.439670, 0.807548], [-5.048701, -8.899240, 1.686008], [7.511009, 0.303440, 3.961028], [-3.681121, -5.093000, -8.939512], [-3.256111, 6.577720, 3.913508], [1.787149, -1.654430, -2.223822], [-0.804181, 7.208880, 3.721978], [9.833439, 1.051500, 4.613438], [5.406429, 1.404690, 3.457568], [-0.553681, -1.080940, 9.694738], [-4.159191, 7.147730, 4.992488], [7.319069, 7.267260, -4.147342], [-5.719921, -7.695240, 1.169288], [6.117099, 8.621580, -0.724432], [-7.681321, -0.876500, -0.004132], [-3.996911, -2.812120, -7.850792], [-2.736701, -7.295850, -9.193912], [6.317619, 6.461680, -2.031562], [0.592589, 0.705570, 8.188368], [5.927059, 7.139400, -3.333982], [-6.480081, 1.785730, -0.564192], [7.364009, 2.897370, 4.208728], [-5.654911, -8.762520, -1.202732], [-7.048801, 0.941020, -1.657212], [3.861399, -0.648030, -3.061502], [-6.800391, -7.173280, 2.213928], [8.994849, 0.054230, 3.758538], [-4.285491, 8.645010, 4.823038], [1.946639, -0.775890, 9.871098], [0.785499, -0.698790, 8.868888], [0.700869, -2.948650, -0.374932], [-1.752091, -1.657850, 8.824228], [-4.336791, -6.811000, -7.319042], [9.324519, -1.386060, 4.218818], [8.848549, 1.678490, 1.709558], [-5.116991, -10.067190, -0.511632], [-2.271251, 7.338150, 3.147648], [5.900889, 9.368770, -2.086022], [-6.988371, -0.607110, -1.351712], [-3.483471, 6.957770, 6.422538], [-1.278111, -2.825640, 8.048528], [-2.878701, -9.502620, 0.600648], [6.893289, 7.317880, -0.873682], [0.511199, -0.431440, -0.460742], [-3.149761, -6.187040, -8.118762], [7.321739, 1.754120, 1.924538], [-7.112531, -0.011080, 1.202008], [4.941669, 6.145230, -4.023232], [1.728009, -0.060270, -4.184362], [-8.172911, -0.019970, 2.299218], [-0.844041, -1.463820, 5.921258], [4.908149, 10.479920, -1.787632], [-2.004351, -5.893200, -7.077572], [2.350069, -0.414770, -2.762722], [-6.540361, -8.048080, -0.128282], [6.925399, 1.567820, 3.424868], [-2.584461, 8.863390, 3.169818], [-5.465081, -3.642880, -9.721632], [-2.286061, 6.877810, 1.670468], [-4.730351, -6.550370, 0.925568], [0.574899, -1.736250, -1.335762], [-4.643551, -4.076040, -8.461192], [-0.752261, -1.916910, -2.148052], [-5.795811, -0.653310, 1.693178], [9.363549, 0.294400, 2.264908], [-7.053091, 3.186770, -0.717762], [-4.456791, -11.298780, 1.426098], [-3.069911, 9.493390, 4.383298], [-5.603211, 6.540260, 4.987848], [0.407959, -3.656040, 6.397118], [-5.073851, -5.731180, -6.501572], [-0.177131, -2.392120, 7.026858], [-5.657311, -4.759410, -7.454512], [7.211779, 10.142460, -2.436662], [2.119599, 0.769990, -1.859022], [-4.392871, -9.904070, 0.809048], [-4.928891, 1.874110, -0.680712], [0.713989, 0.857990, -1.303192], [-0.399461, 0.857640, 7.763148], [1.378539, 1.011010, 7.497658], [6.273369, 1.801400, -9.170792], [9.564939, 1.105510, 5.668468], [-0.906051, -3.524610, 8.797608], [8.255729, 3.369870, 3.796798], [-6.182981, -2.881200, -9.417382], [-6.045241, -1.640120, 2.083168], [5.091569, 8.485150, -0.381232], [-0.982571, -0.929900, -2.549132], [-6.372371, -8.975870, -1.995092], [7.422659, 2.694960, 5.278158], [-6.353521, 7.064630, 5.579598], [5.406159, 5.160910, -3.964382], [7.919579, 7.559930, -1.149782], [-0.704981, 7.767830, 4.652488], [9.404729, -1.524640, 5.296998], [1.760179, -0.928790, -4.842202], [1.221159, -3.498950, 5.688508], [-7.788241, 0.266330, 3.278078], [0.648549, 1.494640, 8.938268], [-6.507501, -6.604860, 3.096658], [6.957009, 1.023940, 1.202108], [10.442509, 0.241900, 2.119348], [-2.261321, -5.175020, -6.298932], [7.220279, 7.904200, -5.026352], [7.041069, 5.655180, -2.151092], [-2.513401, 7.438160, 6.550198], [-2.524251, -8.922570, 1.452708], [4.829699, 11.149230, -2.644352], [-3.419661, 10.520060, 4.275008], [9.482009, -0.009200, -7.459602], [-5.015211, -7.342280, -7.986582], [-1.608661, -2.091550, -1.496762], [7.458259, 0.666480, 5.793138], [1.957929, -1.753690, 10.352638], [4.971329, 1.021450, 4.380568], [-3.634271, -7.637140, -9.709652], [-5.178671, -0.276170, 2.508658], [-2.159061, -10.320820, 0.573028], [-2.146291, -3.301010, 7.592038], [-8.116071, 3.150790, -0.479252], [2.900589, -0.701740, 9.349008], [-6.027911, 6.675890, 3.993198], [-0.465031, -0.406900, 0.023478], [4.033279, -3.983090, -0.965312], [3.841629, -1.469320, -3.777872], [5.461519, 6.007270, -1.532862], [-0.579391, 6.168440, 3.956638], [-3.525301, -2.265070, -8.667142], [-5.204031, -5.681550, 0.468518], [3.907279, 10.242410, -1.427142], [6.647099, 9.297240, -0.053102], [8.152839, 7.686230, -3.583972], [-0.315011, -1.658790, 10.587618], [-2.015471, -6.971170, -9.943922], [10.870609, 0.716340, 4.606668], [-5.115521, 8.958180, 4.189728], [-8.082731, 1.202690, -1.882192], [4.756149, 6.365870, -5.074422], [-6.587041, 3.922650, -0.062512], [-0.312331, -4.098580, 5.709048], [-5.500531, -11.536720, 1.631248], [-1.438871, -0.613660, 6.255158], [0.622879, -4.454530, 7.107258], [-2.642881, -8.824930, -0.219862], [6.975819, 2.743730, 1.626028], [-0.130621, -3.045360, 0.323198], [4.271799, -3.336180, 4.481288], [0.691139, 1.745790, -0.671222], [-2.277511, -8.152830, -8.701132], [-0.664631, -2.576460, -3.011432], [4.945599, 2.330470, 3.113098], [-1.579641, 9.259730, 3.023728], [-4.877051, -8.094100, -1.571842], [-4.371661, -6.093210, 1.847758], [2.132569, 0.871220, -4.580292], [4.418199, -4.143970, 0.489978], [-4.698781, 2.233830, -1.683592], [4.842509, 1.767260, -8.677452], [-1.513461, -6.677920, -6.501942], [-4.637021, 9.042850, 5.775008], [2.789859, -0.120150, -9.842092], [-6.355041, 0.986800, -2.496672], [7.630449, 10.790700, -1.666852], [-5.321401, -8.991590, 3.500918], [-7.511091, -1.097370, -2.173002], [4.495139, -0.999910, -2.247472], [-3.203011, -3.000100, -7.127952], [9.325529, 2.558470, 2.141098], [5.543559, -2.515010, 4.467718], [-6.119101, -3.974900, -6.855032], [-6.849171, -7.139450, -0.645112], [-2.394651, 9.327100, 5.222618], [-6.435521, -5.202530, -8.075912], [-4.391931, 2.505610, 0.027088], [-7.370251, -8.671360, 0.204768], [2.012739, 0.027560, 10.604718], [-4.439191, -10.633700, -1.150182], [7.237469, 10.680010, -3.384542], [0.660569, 0.126020, -4.066242], [-5.948391, -10.750650, -0.339122], [8.057249, 9.469260, -2.578342], [2.721839, -2.327260, 7.523798], [-1.742791, 5.937690, 1.574878], [-0.037711, 1.146400, -2.037942], [-5.924891, -6.159470, -5.972042], [5.839539, 9.201710, -4.682992], [-3.659311, 4.995880, 3.246938], [-7.456461, -7.936930, 2.631678], [8.450159, -1.993530, 3.985238], [-5.114261, -0.950670, 0.896208], [4.302089, 0.208130, -3.572262], [-1.959541, 7.600350, 0.922518], [-3.998391, -7.577450, -6.621802], [-5.681171, 5.494680, 5.285798], [2.929759, 0.788080, -1.130042], [-2.600181, -1.950270, 9.443368], [5.134909, 0.707820, 2.664638], [5.254769, 11.115010, -0.972402], [-3.997531, -11.989680, 0.719098], [1.530329, -2.796290, 0.315628], [-0.202911, -3.011530, -9.398352], [1.964779, 0.559010, -8.769752], [-3.390951, 5.905010, 6.689438], [-3.881461, -6.804350, 0.290758], [2.275349, 1.672170, -2.450562], [1.173829, -0.550620, 0.396468], [-1.513261, -2.088900, 5.330068], [4.021509, 6.069180, -3.443882], [9.038319, -0.576520, 1.695858], [-4.477391, -5.238680, -5.733592], [-7.601871, -1.902480, 0.355238], [7.537969, 6.241710, -4.444752], [0.017789, 7.692060, 3.193768], [-8.505241, -1.041450, 2.484248], [-7.476751, -6.561750, 1.616718], [6.593299, 3.668080, 4.219208], [-4.061991, 7.399170, 7.234068], [1.001009, -2.466680, -10.137002], [8.267069, 0.584900, -6.779252], [-5.823241, -4.522180, -10.257042], [-4.834281, -3.037830, -10.372872], [-0.007011, -1.197400, 5.275888], [-7.189221, 2.901410, 1.908358], [-1.156221, -5.420250, -7.572652], [-3.239961, 9.070340, 2.323888], [-0.877121, -0.147860, 10.156098], [10.212579, -1.696600, 3.668338], [-2.091371, -0.824420, 8.209108], [-4.690351, -2.120780, -7.371962], [-2.746321, -4.992560, -10.598442], [-5.943291, -0.913070, -1.303682], [0.866289, -3.887730, -0.903002], [-3.284081, 6.615780, 1.319178], [8.950059, 1.799160, 0.631028], [-4.507711, 0.870290, -0.625442], [6.640119, -2.983450, -7.241182], [6.550029, -3.494170, -8.663492], [1.395519, -2.900020, -3.554462], [-9.025031, 0.616490, 2.060658], [-8.737841, -0.749290, -0.240092], [9.881759, 2.071350, 4.231778], [6.880519, 6.814660, 0.093128], [-6.932771, 3.555670, -1.736362], [-3.877521, -11.433700, 2.339528]], "forces_ev_per_a": [[0.4, 0.4, 0.0], [0.2, 0.2, 0.2], [0.3, 0.0, 0.3], [0.0, -1.9, 0.0], [1.0, -0.2, 0.0], [0.1, -0.2, -0.2], [0.1, 0.6, 0.0], [0.4, -0.4, 0.2], [0.0, -0.2, 0.1], [-0.4, -0.6, 0.0], [0.4, 0.6, -0.4], [0.2, -0.2, 0.0], [-0.2, -0.2, 0.0], [-0.1, 0.1, 0.8], [0.2, 0.3, -0.1], [-0.4, -0.9, 1.8], [-1.7, 0.5, 1.7], [-1.0, -2.2, -2.1], [-1.9, -1.2, -2.0], [0.0, 0.2, -2.5], [-0.3, 0.0, 0.2], [-1.6, 3.9, 0.5], [-0.2, 1.5, 2.5], [-0.6, -0.1, 0.8], [0.6, -0.2, -0.2], [-0.2, -0.1, -0.8], [-0.1, 0.8, -0.9], [1.6, -0.4, 1.1], [-1.5, -0.3, 0.2], [-0.3, 0.5, 0.9], [-0.2, 0.0, -1.4], [0.7, 0.6, -0.1], [0.5, 0.0, -0.4], [0.1, 0.5, 1.1], [-0.2, -0.1, 2.6], [0.3, -0.1, 1.0], [1.8, -0.1, -0.2], [0.9, 1.9, 2.1], [-0.8, -0.8, -0.2], [-0.8, -0.9, 2.0], [0.5, -2.7, 0.3], [-0.7, -0.5, -0.5], [-0.2, -0.3, -0.7], [-0.3, 1.3, 1.5], [-1.1, 1.9, 0.1], [0.6, 0.0, -0.9], [-1.8, -1.1, -0.7], [0.7, 0.4, 0.1], [1.1, 1.6, 1.5], [0.3, 0.6, 0.7], [-1.0, 0.5, -0.5], [-0.9, -0.8, 0.3], [-0.4, 0.8, -1.2], [0.8, 0.8, 0.4], [0.4, 0.8, 0.9], [-0.2, 1.1, 1.0], [-0.5, -0.4, -0.2], [0.4, 0.0, -0.4], [0.2, 0.4, 0.6], [-0.2, 0.9, -1.1], [-1.2, -0.3, -1.1], [0.2, -1.9, 0.1], [1.2, 0.1, 0.7], [0.1, 1.3, -0.1], [0.8, 0.5, 0.1], [-0.7, -0.4, 1.3], [0.2, -0.6, 0.7], [1.2, -1.2, 0.4], [-0.5, 1.1, 0.0], [0.6, 1.2, -0.7], [0.3, -0.2, -2.0], [2.2, 0.0, 0.1], [0.2, 0.5, -0.2], [1.6, -0.6, -1.9], [1.1, 0.7, 0.8], [-0.4, -0.8, 0.1], [-0.1, 0.9, -0.1], [0.0, -0.5, -0.1], [-0.6, 0.0, 0.1], [0.6, 1.7, 0.2], [0.0, -1.6, -0.1], [-0.2, 0.7, 0.0], [0.0, 0.7, -0.6], [0.4, 0.1, 0.5], [-1.8, -2.0, 2.4], [0.3, 0.1, -0.7], [-0.8, -0.4, -1.3], [-0.2, -1.1, -0.4], [-0.2, -0.1, 0.8], [0.4, 1.6, -1.1], [1.2, -1.2, -0.8], [0.2, 0.6, -0.6], [1.6, 1.1, 0.8], [-0.3, -0.7, -0.4], [1.1, -0.2, 1.7], [0.1, -0.4, -0.3], [-0.1, -0.6, -0.3], [0.1, 0.0, -0.2], [-0.3, -0.1, 0.1], [0.4, -0.3, -0.3], [0.1, -0.3, 0.3], [-0.7, -0.5, 0.1], [-0.4, -0.3, 0.1], [0.1, -0.4, 0.5], [0.0, 0.1, -0.4], [0.5, -0.3, -0.4], [0.6, -0.1, 0.1], [0.6, 0.4, 0.6], [0.1, -0.1, -0.1], [0.3, 0.1, 0.4], [-0.5, -0.2, 0.5], [0.5, 0.4, 0.0], [0.5, 0.3, -0.3], [0.4, 0.3, 0.5], [0.2, 0.4, -0.1], [0.0, -0.1, 0.5], [0.7, 0.2, -0.3], [-0.8, -0.2, 0.5], [0.2, 0.1, 0.5], [-0.6, 0.1, -0.1], [-0.1, -0.2, -0.3], [-0.1, -0.1, -0.6], [0.2, -0.1, -0.6], [-0.3, 0.0, 0.4], [-0.2, -0.1, -0.1], [0.5, 0.0, 0.0], [0.2, 0.0, -0.2], [-0.2, 0.3, -0.2], [0.1, -0.7, 0.0], [0.0, 0.2, 0.8], [-0.2, 0.1, 0.1], [0.2, 0.4, 0.0], [0.0, 0.1, 0.0], [-0.5, 1.0, -0.2], [-0.3, -0.4, -0.3], [0.2, -0.1, -0.6], [-0.1, 0.0, -0.1], [0.1, 0.0, -0.3], [0.2, -0.3, -0.4], [-0.3, -0.1, -0.2], [-0.2, 0.2, -0.3], [0.4, 0.1, -0.1], [-0.5, -0.2, -0.5], [0.2, 0.0, -0.2], [0.1, 0.1, 0.0], [-0.4, -0.1, -0.4], [-0.1, -0.8, -0.5], [-0.2, 0.1, 0.1], [-0.2, -0.3, 0.3], [0.1, -0.7, -0.4], [0.0, 0.3, 0.1], [0.1, -0.2, 0.0], [-0.2, -0.6, -0.6], [0.1, 0.2, -0.2], [-0.1, 0.2, 0.1], [0.1, -0.1, 0.0], [-0.6, 0.0, 0.2], [0.1, -0.2, -0.1], [0.5, 0.0, 0.2], [0.3, 0.4, 0.2], [-0.5, -0.2, -0.5], [-0.2, 0.0, -0.1], [-0.5, 0.1, -0.5], [-0.2, 0.0, 0.1], [0.0, -0.1, 0.5], [-0.1, 0.0, 0.1], [-0.2, -0.4, 0.3], [-0.1, 0.2, 0.5], [-0.1, 0.5, -1.0], [0.1, -0.1, 0.1], [0.3, -0.6, 0.3], [0.4, -0.4, -0.3], [0.0, 0.1, 0.3], [0.1, 0.2, -0.1], [-0.5, -0.1, -0.1], [-0.7, -0.8, -0.5], [0.1, -0.1, 0.3], [0.1, -0.2, 0.0], [-0.5, 0.8, -0.4], [-0.8, 0.2, 0.2], [0.1, -0.2, 0.4], [0.2, -0.3, 0.1], [-0.3, 0.3, 0.4], [0.0, -0.3, 0.1], [0.3, -0.3, 0.3], [0.2, 0.3, 0.1], [-0.2, 0.3, -0.3], [-0.5, 0.2, 0.6], [0.6, 0.8, -0.1], [-0.1, -0.3, 0.2], [-0.5, 0.0, 0.2], [-0.1, 0.0, -0.4], [-0.6, 0.0, 0.1], [0.1, 0.1, -0.2], [-0.6, 0.3, 0.0], [-0.2, 0.1, 0.2], [-0.3, 0.2, -0.1], [0.0, -0.5, 0.1], [0.2, -0.1, -0.1], [0.4, 0.1, -0.1], [-0.1, -0.9, -0.3], [0.1, -0.3, 0.2], [0.2, 0.4, -0.8], [0.1, -1.1, -0.1], [0.2, -0.6, -0.3], [0.2, -0.3, -0.5], [0.0, 0.5, -0.4], [0.0, 0.1, 0.2], [0.6, 0.1, 0.4], [0.5, 0.0, -0.1], [0.4, -0.1, -0.1], [-0.4, -0.1, 0.6], [0.1, 0.2, 0.3], [0.0, -0.4, 0.1], [0.6, 0.0, 0.0], [-0.3, -0.2, -0.1], [0.4, 0.0, -0.2], [-0.4, -0.2, 0.0], [-0.2, -0.1, 0.2], [0.2, -0.1, -0.2], [0.0, -0.2, 0.1], [0.3, 0.0, -0.2], [0.6, 0.4, -0.4], [0.0, -0.1, 0.0], [-0.1, 0.3, -0.2], [-0.7, 0.2, -0.3], [0.4, -0.1, -0.2], [0.2, -0.2, -0.2], [0.3, 0.2, -0.3], [-0.3, -0.4, -1.0], [-0.3, -0.2, -0.3], [0.0, 0.4, 0.2], [-0.3, -0.1, -0.6], [-0.5, 0.1, -0.2], [0.1, 0.0, -0.2], [-0.3, 0.2, 0.0], [-0.4, 0.3, 0.1], [0.4, -0.4, -0.3], [-0.2, 0.6, -0.2], [0.0, 0.2, 0.3], [0.0, 0.1, -0.4], [0.0, 0.3, -0.1], [-0.1, 0.3, -0.2], [0.0, -0.3, 0.3], [-0.2, -0.1, -0.2], [-0.3, -0.2, -0.1], [-0.1, 0.0, -0.1], [0.0, -0.1, -0.3], [-0.1, 0.0, 0.0], [-0.4, 0.2, 0.4], [0.6, -0.4, -0.1], [0.1, -0.1, 0.1], [0.1, 0.2, 0.2], [0.1, 0.0, -0.2], [-0.1, -0.3, -0.6], [0.1, -0.1, -0.2], [-0.2, 0.5, 0.7], [-0.3, -0.1, -0.1], [0.2, -0.4, -0.2], [0.0, 0.0, -0.1], [0.0, 0.4, 0.1]], "lowdin_charge": [0.00, -0.05, -0.05, 0.01, -0.02, -0.05, 0.01, -0.01, -0.05, -0.01, -0.04, -0.05, -0.05, -0.02, -0.05, -0.12, -0.12, -0.13, -0.14, -0.12, -0.10, -0.16, -0.13, -0.03, -0.04, -0.04, -0.10, -0.43, -0.01, -0.47, -0.13, -0.13, -0.03, -0.03, -0.16, -0.03, -0.48, -0.52, -0.02, -0.14, -0.13, -0.03, -0.04, -0.46, -0.17, -0.05, -0.42, -0.04, -0.19, -0.13, -0.03, -0.17, -0.14, -0.46, -0.48, -0.16, -0.03, -0.17, -0.02, -0.17, -0.11, -0.45, -0.14, -0.46, -0.02, -0.03, -0.05, -0.01, -0.06, -0.03, -0.49, -0.13, -0.46, -0.18, -0.04, -0.04, -0.04, -0.45, -0.47, -0.02, -0.03, -0.11, -0.06, -0.05, -0.18, -0.03, -0.05, -0.20, -0.45, -0.15, -0.04, -0.16, -0.49, -0.02, -0.17, 0.06, 0.08, 0.03, 0.08, 0.12, 0.06, 0.08, 0.07, 0.12, 0.06, 0.10, 0.07, 0.08, 0.08, 0.10, 0.06, 0.08, 0.07, 0.07, 0.08, 0.07, 0.07, 0.12, 0.11, 0.06, 0.07, 0.12, 0.07, 0.07, 0.08, 0.12, 0.03, 0.11, 0.08, 0.07, 0.08, 0.08, 0.08, 0.08, 0.07, 0.12, 0.09, 0.07, 0.08, 0.11, 0.01, 0.07, 0.12, 0.08, 0.07, 0.08, 0.09, 0.12, 0.06, 0.10, 0.07, 0.08, 0.11, 0.12, 0.08, 0.08, 0.08, 0.09, 0.06, 0.09, 0.07, 0.12, 0.08, 0.02, 0.11, 0.08, 0.07, 0.08, 0.11, 0.10, 0.08, 0.08, 0.02, 0.08, 0.01, 0.08, 0.11, 0.03, 0.12, 0.09, 0.10, 0.11, 0.08, 0.07, 0.09, 0.02, 0.12, 0.11, 0.11, 0.11, 0.08, 0.12, 0.08, 0.12, 0.08, 0.06, 0.11, 0.05, 0.10, 0.08, 0.11, 0.11, 0.07, 0.11, 0.07, 0.08, 0.07, 0.08, 0.08, 0.12, 0.08, 0.12, 0.11, 0.08, 0.08, 0.09, 0.07, 0.01, 0.04, 0.07, 0.07, 0.12, 0.11, 0.07, 0.09, 0.12, 0.11, 0.11, 0.08, 0.08, 0.08, 0.07, 0.07, 0.07, 0.03, 0.02, 0.09, 0.07, 0.08, 0.10, 0.07, 0.12, 0.10, 0.08, 0.09, 0.08, 0.09, 0.09, 0.08, 0.08, 0.10, 0.07, 0.03, 0.02, 0.09, 0.09, 0.11, 0.06, 0.11, 0.09, 0.08], "homo_lumo_gap_ev": 7.91, "largest_force_ev_per_a": 4.29, "total_energy_ha": -4408.99177, "homo_ev": -7.8, "lumo_ev": 0.074}